This record from OMol25 describes a 3-piece molecular cluster, C20H46BIN3O7S overall in a non-equilibrium geometry. The level of theory is ωB97M-V/def2-TZVPD.

Output
E_HOMO: -4.9 eV
HOMO-LUMO gap: 7.3 eV

ORCA input file:
```
! wB97M-V def2-TZVPD RIJCOSX def2/J DEFGRID3
* xyz -1 1
C -3.311 2.325 -1.479
C -3.298 0.969 -0.787
O -2.072 0.277 -0.767
C -0.923 0.954 -0.221
C -0.029 1.503 -1.354
C -0.058 3.006 -1.707
C -0.076 3.232 -3.223
S 1.420 2.483 -3.951
C -1.206 1.929 0.946
O -2.102 1.566 1.736
O -0.492 2.942 1.028
C -0.162 -0.240 0.422
O 1.112 0.183 0.933
C 1.671 -0.679 1.891
C 2.144 0.032 3.151
I 0.580 1.146 4.081
C 3.404 0.871 2.941
C 3.193 2.191 2.191
B -0.102 -1.535 -0.526
N 0.214 -1.596 -1.959
O -0.356 -2.734 0.115
H -4.356 2.583 -1.669
H -2.805 2.317 -2.442
H -2.922 3.093 -0.814
H -3.755 1.092 0.196
H -3.993 0.323 -1.333
H 1.011 1.229 -1.200
H -0.328 0.963 -2.255
H 0.878 3.444 -1.356
H -0.843 3.560 -1.206
H -0.969 2.819 -3.688
H -0.023 4.296 -3.447
H 0.976 1.557 -4.807
H -0.776 -0.525 1.281
H 0.999 -1.491 2.176
H 2.567 -1.147 1.455
H 2.393 -0.761 3.857
H 4.141 0.239 2.436
H 3.827 1.104 3.922
H 4.140 2.509 1.748
H 2.848 2.963 2.872
H 2.464 2.089 1.389
H 0.905 -0.891 -2.211
H -0.627 -1.379 -2.486
H -0.765 -3.333 -0.521
C 4.056 0.092 -0.829
C 3.875 -0.937 -1.942
C 5.194 -1.474 -2.512
O 5.868 -0.588 -3.388
C 6.662 0.397 -2.756
N 3.014 -0.352 -2.972
H 4.361 1.064 -1.218
H 3.115 0.242 -0.299
H 4.804 -0.239 -0.103
H 3.345 -1.795 -1.515
H 4.970 -2.358 -3.115
H 5.868 -1.796 -1.706
H 7.124 0.013 -1.842
H 6.081 1.292 -2.523
H 7.451 0.679 -3.455
H 2.796 -1.058 -3.672
H 3.558 0.343 -3.475
C -5.774 -1.921 3.918
C -5.993 -2.921 2.787
C -4.698 -3.346 2.078
O -4.180 -2.395 1.183
C -3.382 -1.366 1.778
N -6.978 -2.372 1.851
H -5.567 -0.920 3.542
H -6.669 -1.857 4.539
H -4.942 -2.225 4.556
H -6.423 -3.827 3.230
H -4.926 -4.229 1.470
H -3.932 -3.647 2.807
H -2.807 -1.746 2.628
H -4.002 -0.526 2.093
H -2.696 -0.994 1.027
H -7.197 -3.075 1.150
H -6.514 -1.634 1.325
*
```


This record from OMol25 describes a 4-piece molecular cluster, C20H46BNO14P3 overall in a non-equilibrium geometry. The level of theory is ωB97M-V/def2-TZVPD.

Output
E_HOMO: -5.0 eV
HOMO-LUMO gap: 3.2 eV

ORCA input file:
```
! wB97M-V def2-TZVPD RIJCOSX def2/J DEFGRID3
* xyz -1 1
C -0.204 0.514 4.067
C 0.052 1.305 2.616
O 0.551 2.545 2.718
O -0.312 0.656 1.313
C 0.632 1.179 0.313
B 0.553 0.458 -1.163
C 1.806 -0.548 -1.515
C 3.145 0.194 -2.107
C 4.312 0.072 -0.962
C 5.541 1.147 -1.102
N 5.157 2.595 -0.892
C 6.171 3.736 -0.967
C 5.446 5.192 -0.659
C 3.837 4.921 -0.384
C 3.841 3.276 -0.590
H -1.308 0.817 4.380
H -0.081 -0.626 3.831
H 0.562 0.886 4.881
H 1.738 1.025 0.716
H 0.509 2.350 0.114
H -0.461 -0.143 -1.239
H 0.520 1.317 -1.991
H 2.088 -1.131 -0.536
H 1.452 -1.365 -2.309
H 2.971 1.270 -2.532
H 3.513 -0.466 -3.032
H 4.800 -1.008 -1.102
H 3.874 0.142 0.122
H 6.330 0.864 -0.258
H 6.118 1.055 -2.135
H 7.331 3.614 -1.216
H 5.892 6.275 -0.612
H 2.964 5.656 -0.124
H 2.834 2.688 -0.496
C -4.079 3.551 2.162
O -4.989 2.911 3.035
P -6.225 2.000 2.239
O -7.240 2.544 3.250
O -5.559 0.616 2.834
C -4.342 0.178 2.269
O -7.462 1.088 1.444
C -8.323 0.281 2.233
H -3.956 4.589 2.480
H -3.112 3.046 2.220
H -4.437 3.535 1.129
H -3.512 0.495 2.906
H -4.203 0.583 1.261
H -4.347 -0.913 2.215
H -9.044 0.902 2.771
H -7.762 -0.340 2.936
H -8.876 -0.381 1.561
C -4.403 -6.794 3.741
O -3.930 -5.557 4.235
P -5.170 -4.405 4.593
O -4.298 -3.312 3.967
O -4.805 -4.539 6.193
C -5.186 -5.726 6.856
O -6.410 -3.254 4.950
C -6.046 -2.045 5.601
H -3.822 -7.067 2.857
H -4.266 -7.561 4.506
H -5.461 -6.738 3.468
H -4.328 -6.401 6.912
H -6.010 -6.224 6.335
H -5.506 -5.478 7.871
H -5.540 -1.372 4.905
H -5.414 -2.231 6.473
H -6.962 -1.556 5.943
C 4.641 1.970 -5.459
O 5.478 0.852 -5.669
P 5.017 -0.150 -7.003
O 5.323 -1.384 -6.148
O 6.386 0.311 -7.795
C 6.437 1.625 -8.307
O 4.556 -1.151 -8.336
C 5.425 -2.204 -8.725
H 4.384 2.025 -4.398
H 5.179 2.878 -5.741
H 3.719 1.896 -6.044
H 6.986 2.264 -7.611
H 5.431 2.031 -8.460
H 6.964 1.614 -9.265
H 5.372 -3.029 -8.011
H 6.457 -1.859 -8.826
H 5.093 -2.574 -9.699
*
```


This record from OMol25 describes C20H46BrCl22FNNbOP as an isolated structure in a non-equilibrium geometry. The level of theory is ωB97M-V/def2-TZVPD.

Output
E_HOMO: -4.4 eV
HOMO-LUMO gap: 6.0 eV

ORCA input file:
```
! wB97M-V def2-TZVPD RIJCOSX def2/J DEFGRID3
* xyz -1 1
C 4.106 3.445 0.607
C 3.598 3.732 -0.861
O 2.369 4.413 -0.772
C 1.433 3.908 -1.743
Nb 0.526 1.869 -1.132
C -1.287 2.246 -2.499
C -2.664 1.812 -1.837
C -3.829 2.789 -2.140
Br -3.466 4.643 -1.580
C 1.681 0.990 -2.899
C 2.514 -0.296 -2.639
C 3.354 -0.320 -1.345
F 3.478 -0.385 -3.705
P -0.351 -0.476 -0.451
N -0.307 -0.528 1.173
H 4.228 2.367 0.806
H 5.060 3.983 0.739
H 3.385 3.844 1.335
H 3.533 2.758 -1.373
H 4.383 4.323 -1.375
H 0.578 4.614 -1.805
H 1.966 3.843 -2.720
H 1.908 1.710 0.028
H -0.424 2.668 0.207
H -1.316 3.310 -2.814
H -1.162 1.583 -3.380
H -2.922 0.809 -2.225
H -2.530 1.707 -0.742
H -4.164 2.756 -3.188
H -4.695 2.451 -1.540
H 2.311 1.745 -3.415
H 0.914 0.700 -3.656
H 1.899 -1.203 -2.754
H 4.007 -1.218 -1.391
H 2.745 -0.439 -0.433
H 4.021 0.555 -1.292
H -1.656 -0.726 -0.982
H 0.504 -1.480 -1.005
H -1.271 -0.711 1.464
C -3.638 -2.702 2.507
Cl -3.144 -1.079 3.001
Cl -5.033 -3.267 3.439
H -3.909 -2.677 1.456
H -2.814 -3.385 2.657
C 1.405 0.671 4.204
Cl 2.484 1.231 2.927
Cl 1.226 1.888 5.481
H 0.430 0.470 3.766
H 1.810 -0.232 4.637
C -6.608 0.387 -3.815
Cl -6.010 -0.028 -2.205
Cl -5.281 0.630 -4.958
H -7.235 -0.421 -4.175
H -7.186 1.303 -3.750
C -9.641 1.113 -6.710
Cl -9.683 2.126 -5.261
Cl -8.097 0.268 -6.869
H -10.438 0.378 -6.645
H -9.787 1.742 -7.581
C 1.212 -3.424 2.662
Cl -0.414 -2.991 3.199
Cl 2.455 -2.928 3.817
H 1.263 -4.502 2.547
H 1.401 -2.935 1.709
C -0.894 -4.230 -2.715
Cl -2.259 -3.260 -2.149
Cl 0.611 -3.743 -1.930
H -1.087 -5.273 -2.486
H -0.790 -4.098 -3.787
C 5.581 2.937 3.896
Cl 6.215 2.534 5.498
Cl 6.885 3.140 2.716
H 4.937 2.134 3.563
H 5.020 3.863 3.963
C 1.162 6.067 2.699
Cl 2.549 5.461 3.619
Cl 0.330 4.777 1.828
H 0.466 6.527 3.393
H 1.513 6.803 1.982
C 6.235 1.281 -3.331
Cl 6.347 2.296 -1.887
Cl 7.729 0.370 -3.603
H 5.414 0.580 -3.206
H 6.052 1.916 -4.191
C -1.296 -6.041 5.927
Cl 0.425 -6.151 5.531
Cl -2.165 -5.039 4.761
H -1.721 -7.038 5.918
H -1.400 -5.601 6.913
C -0.582 -9.996 4.749
Cl -2.238 -9.629 5.248
Cl 0.603 -9.432 5.933
H -0.483 -11.071 4.641
H -0.386 -9.508 3.799
*
```


This record from OMol25 describes a 3-piece molecular cluster, C20H46ClN2 overall. The level of theory is ωB97M-V/def2-TZVPD.

Output
E_HOMO: -12.7 eV
HOMO-LUMO gap: 9.7 eV

ORCA input file:
```
! wB97M-V def2-TZVPD RIJCOSX def2/J DEFGRID3
* xyz 1 1
C -1.147 -0.028 -2.264
C -1.301 0.727 -0.944
C -0.108 1.621 -0.628
Cl -0.301 2.255 1.054
C 1.193 0.824 -0.688
C 1.944 0.704 -2.001
C 3.211 -0.018 -1.563
C 4.253 -0.184 -2.681
N 4.421 -1.534 -3.208
C 3.642 0.891 -0.413
N 2.318 1.345 0.220
H -0.807 0.627 -3.066
H -2.078 -0.492 -2.571
H -0.397 -0.807 -2.129
H -2.212 1.322 -0.949
H -1.394 0.009 -0.128
H -0.073 2.497 -1.273
H 0.987 -0.176 -0.299
H 2.253 1.713 -2.291
H 1.396 0.220 -2.797
H 2.948 -0.993 -1.146
H 3.969 0.455 -3.517
H 5.235 0.137 -2.334
H 4.800 -2.142 -2.493
H 3.524 -1.933 -3.463
H 4.107 1.783 -0.827
H 4.259 0.458 0.365
H 2.252 2.353 0.346
H 2.177 0.933 1.138
C -3.649 6.127 6.106
C -2.255 5.606 5.769
C -2.102 5.173 4.312
C -3.023 4.029 3.882
C -2.891 2.751 4.709
C -1.498 2.133 4.650
H -4.414 5.363 5.962
H -3.703 6.451 7.145
H -3.906 6.982 5.477
H -2.004 4.775 6.435
H -1.521 6.388 5.975
H -1.059 4.892 4.133
H -2.296 6.033 3.665
H -2.817 3.794 2.831
H -4.062 4.365 3.913
H -3.621 2.024 4.344
H -3.157 2.948 5.750
H -1.230 1.905 3.615
H -1.452 1.206 5.222
H -0.740 2.806 5.054
C 0.957 -3.697 -1.019
C 0.745 -5.135 -1.477
C 1.216 -5.380 -2.909
C 0.509 -4.533 -3.970
C -1.012 -4.675 -3.998
C -1.486 -6.093 -4.304
H 0.390 -2.992 -1.632
H 0.636 -3.565 0.017
H 2.017 -3.429 -1.076
H -0.311 -5.395 -1.376
H 1.287 -5.807 -0.808
H 1.096 -6.440 -3.144
H 2.292 -5.182 -2.968
H 0.910 -4.804 -4.951
H 0.763 -3.477 -3.826
H -1.409 -3.995 -4.756
H -1.438 -4.346 -3.045
H -1.104 -6.429 -5.269
H -2.574 -6.142 -4.340
H -1.153 -6.804 -3.546
*
```


This record from OMol25 describes C20H46CrO4P4 as an isolated structure in a non-equilibrium geometry. The level of theory is ωB97M-V/def2-TZVPD.

Output
<S²>: 3.91
E_HOMO (spin up / spin down): -16.8 / -17.2 eV
HOMO-LUMO gap (spin up / spin down): 5.3 / 6.6 eV

ORCA input file:
```
! wB97M-V def2-TZVPD RIJCOSX def2/J DEFGRID3
* xyz 3 4
Cr -0.017 -0.381 -0.008
P 0.324 -2.398 -1.020
P 2.335 0.032 0.585
P -2.244 0.227 -0.441
H 1.588 4.635 -0.399
C 0.550 4.588 -0.042
C 0.269 4.447 1.265
H 1.084 4.404 2.018
C 1.447 -2.376 -2.457
C 1.038 -3.654 0.099
C -1.165 -3.221 -1.681
C 2.473 1.709 1.281
C 3.131 -1.044 1.844
C 3.587 0.055 -0.745
C -2.421 1.843 0.390
C -3.541 -0.864 0.297
C -2.787 0.427 -2.154
H -0.234 4.818 -0.783
H -0.762 4.461 1.655
H 0.900 -2.162 -3.388
H 1.950 -3.348 -2.576
H 2.223 -1.606 -2.328
H 0.861 -4.672 -0.284
H 0.530 -3.532 1.068
H 2.119 -3.505 0.228
H -0.882 -4.172 -2.151
H -1.667 -2.552 -2.395
H -1.846 -3.427 -0.845
H 3.528 2.014 1.328
H 2.064 1.721 2.301
H 1.919 2.432 0.667
H 4.105 -0.616 2.137
H 3.289 -2.045 1.415
H 2.473 -1.108 2.723
H 4.462 0.621 -0.388
H 3.155 0.578 -1.616
H 3.908 -0.963 -1.007
H -3.372 2.353 0.171
H -1.589 2.509 0.111
H -2.357 1.657 1.472
H -4.549 -0.457 0.167
H -3.298 -0.961 1.365
H -3.470 -1.847 -0.188
H -3.880 0.548 -2.216
H -2.509 -0.440 -2.775
H -2.314 1.320 -2.586
C 0.881 1.599 -3.131
C 1.339 0.724 -4.181
C 0.772 0.829 -5.443
C -0.251 1.733 -5.697
C -0.782 2.503 -4.666
C -0.256 2.439 -3.397
O 1.493 1.712 -2.013
H -1.046 -1.566 0.380
H 2.160 0.053 -3.946
H 1.182 0.190 -6.237
H -0.617 1.849 -6.722
H -1.600 3.198 -4.874
H -0.629 3.051 -2.563
C -2.342 -0.101 4.253
O -1.845 -0.123 2.896
P -0.511 -0.862 2.306
O 0.524 -0.626 3.545
C 0.699 0.635 4.228
O -0.873 -2.454 2.483
C -0.872 -3.201 3.701
H -3.421 -0.281 4.175
H -2.153 0.897 4.675
H -1.874 -0.873 4.883
H 0.286 1.492 3.678
H 0.197 0.549 5.198
H 1.771 0.801 4.387
H 0.132 -3.212 4.144
H -1.610 -2.777 4.392
H -1.165 -4.225 3.433
*
```


This record from OMol25 describes a 3-piece molecular cluster, C20H46FIO7P overall in a non-equilibrium geometry. The level of theory is ωB97M-V/def2-TZVPD.

Output
E_HOMO: -10.3 eV
HOMO-LUMO gap: 6.7 eV
relative energy (zero: lowest compared OMol25 entry of this formula, charge and spin): 0.000 eV

ORCA input file:
```
! wB97M-V def2-TZVPD RIJCOSX def2/J DEFGRID3
* xyz 1 1
C 0.541 -2.467 4.864
C 1.353 -3.529 4.054
C 0.870 -4.998 4.245
I 2.288 -6.300 3.257
P -0.879 -5.292 3.759
F -1.698 -5.467 5.105
C -1.160 -6.847 2.829
C -1.536 -8.055 3.742
C -1.640 -3.951 2.794
C -3.213 -3.935 2.934
C -3.709 -3.361 4.298
O -4.401 -4.318 5.108
H 0.164 -1.722 4.135
H -0.358 -2.911 5.326
H 1.153 -1.892 5.572
H 1.434 -3.302 2.979
H 2.388 -3.500 4.440
H 0.944 -5.237 5.323
H -0.324 -7.117 2.167
H -2.035 -6.664 2.172
H -0.907 -8.125 4.644
H -1.488 -8.991 3.162
H -2.580 -7.984 4.097
H -1.297 -2.939 3.054
H -1.443 -4.106 1.714
H -3.591 -3.257 2.147
H -3.647 -4.926 2.692
H -2.868 -2.907 4.864
H -4.432 -2.553 4.091
H -4.234 -5.173 4.692
C 1.083 1.233 -1.929
O -0.235 0.816 -1.628
C -0.348 -0.590 -1.513
C -1.507 -0.957 -0.607
O -1.218 -0.804 0.783
C -1.152 0.538 1.269
C -2.502 1.224 1.350
O -2.903 1.683 0.072
C -4.304 1.842 -0.028
H 1.399 0.842 -2.901
H 1.095 2.320 -1.964
H 1.778 0.904 -1.147
H 0.578 -1.020 -1.112
H -0.528 -0.997 -2.517
H -1.708 -2.024 -0.742
H -2.418 -0.425 -0.880
H -0.434 1.128 0.700
H -0.761 0.453 2.287
H -2.432 2.094 2.015
H -3.243 0.521 1.754
H -4.814 0.889 0.150
H -4.533 2.169 -1.041
H -4.661 2.597 0.680
C 0.434 4.763 -3.191
O 1.574 4.652 -4.015
C 1.267 4.814 -5.393
C 2.474 5.326 -6.155
O 2.709 6.718 -5.985
C 3.236 7.129 -4.728
C 4.689 6.746 -4.523
O 4.800 5.380 -4.145
C 6.070 4.843 -4.446
H -0.285 3.968 -3.421
H 0.753 4.666 -2.154
H -0.039 5.743 -3.317
H 0.435 5.515 -5.521
H 0.976 3.832 -5.788
H 2.269 5.199 -7.221
H 3.370 4.744 -5.932
H 2.609 6.784 -3.905
H 3.179 8.220 -4.739
H 5.118 7.353 -3.716
H 5.246 6.932 -5.449
H 6.268 4.902 -5.522
H 6.068 3.794 -4.155
H 6.856 5.367 -3.892
*
```